1.
Formula: C36H43F3N6OSSeSiTi
Source: OMol25
Level of theory: ωB97M-V/def2-TZVPD

The value obtained for the total energy is -164347.5670 eV. Its total charge is 0.

Last column: Mulliken charge in e.
Positions of all 93 atoms, in Å:
Se (2.225, -1.338, 1.826)  -0.16
Ti (0.101, -0.209, 1.109)  -0.85
S (0.248, 1.123, 3.354)  -0.55
Si (0.841, -1.476, -3.191)  -1.08
F (-1.641, 3.358, 4.746)  -0.20
F (-3.241, 2.496, 5.912)  -0.32
F (-1.246, 1.692, 6.072)  -0.24
O (-0.092, 1.601, 0.263)  1.34
N (1.811, 2.819, 0.148)  0.47
N (0.287, -1.217, -0.432)  2.08
N (-0.171, 1.173, -2.773)  1.06
N (-1.764, -0.036, 2.187)  0.49
N (-0.214, 3.814, 0.706)  0.42
N (1.639, -3.065, 1.455)  -0.94
C (-2.621, -4.458, -4.163)  -0.72
C (-2.546, -3.250, -4.845)  -0.64
C (-3.759, 0.866, 3.850)  -0.12
C (-2.134, 2.189, 5.206)  0.55
C (2.228, -3.091, -5.122)  -0.33
C (0.460, -3.245, 0.959)  0.35
C (-1.404, -4.818, 0.739)  -0.62
C (-0.907, 2.891, -4.430)  -0.95
C (-1.690, -4.755, -3.180)  -0.53
C (-2.249, -3.791, 0.174)  -0.97
C (1.340, -1.562, -1.374)  -1.30
C (-2.453, 1.241, 4.082)  0.06
C (-4.066, 0.029, 2.781)  -1.27
C (-3.035, -0.393, 1.974)  -0.03
C (-0.384, -2.211, 0.315)  1.13
C (2.461, 1.738, -0.583)  -0.76
C (-1.537, -2.348, -4.540)  -0.46
C (-0.129, 2.578, -3.141)  -1.09
C (4.665, -1.815, -4.779)  -0.74
C (0.487, 2.716, 0.385)  -0.13
C (-0.686, -3.845, -2.876)  -0.34
C (0.535, 0.317, -3.719)  -0.77
C (-1.590, 3.694, 1.162)  -0.80
C (3.556, -1.414, -4.049)  -0.44
C (0.209, 5.154, 0.338)  -1.36
C (3.334, -3.495, -5.859)  -0.74
C (2.678, 3.647, 0.976)  -1.21
C (2.317, -2.042, -4.205)  0.44
C (-2.623, 1.600, -3.127)  -0.86
C (-1.430, 0.768, 3.232)  0.05
C (-1.726, -2.576, -0.082)  -0.69
C (-2.162, 2.007, -4.523)  -0.56
C (-0.591, -2.625, -3.549)  1.27
C (-1.538, 0.774, -2.417)  1.27
C (4.553, -2.858, -5.688)  -0.52
C (-0.117, -4.581, 1.056)  -0.92
H (-1.489, -1.410, -5.085)  0.26
H (-2.958, 2.528, -5.057)  0.53
H (-1.756, 2.711, 1.583)  -0.06
H (3.231, 4.372, 0.375)  0.30
H (1.728, -2.562, -1.146)  0.69
H (0.462, 5.751, 1.216)  0.37
H (-0.612, 5.645, -0.188)  0.41
H (3.295, 2.159, -1.146)  0.54
H (3.664, -0.598, -3.340)  0.26
H (0.523, -5.359, 1.453)  0.53
H (1.547, 0.730, -3.833)  0.52
H (2.096, 4.169, 1.731)  0.38
H (-1.748, -5.689, -2.637)  0.45
H (-2.285, 3.853, 0.331)  0.31
H (0.023, -4.092, -2.092)  0.35
H (-3.406, -5.166, -4.399)  0.38
H (0.116, 0.328, -4.742)  0.54
H (-3.270, -3.015, -5.614)  0.43
H (-0.554, 3.146, -2.305)  0.14
H (-1.660, 0.861, -1.331)  -1.35
H (-3.259, -4.033, -0.130)  0.47
H (-2.848, 2.502, -2.549)  0.31
H (1.282, -3.601, -5.262)  0.35
H (-1.181, 3.949, -4.435)  0.48
H (-1.812, -5.812, 0.879)  0.40
H (-4.540, 1.228, 4.503)  0.54
H (-1.665, -0.280, -2.665)  -0.35
H (1.066, 5.110, -0.329)  0.40
H (-5.079, -0.287, 2.584)  0.46
H (-1.943, 1.104, -5.100)  0.03
H (5.617, -1.318, -4.637)  0.41
H (2.844, 0.961, 0.090)  0.25
H (3.243, -4.310, -6.565)  0.40
H (-3.208, -1.052, 1.137)  0.38
H (-3.547, 1.021, -3.170)  0.51
H (1.740, 1.293, -1.271)  -0.49
H (0.915, 2.893, -3.238)  0.50
H (-1.774, 4.442, 1.932)  0.44
H (-0.270, 2.731, -5.303)  0.32
H (2.198, -0.894, -1.229)  0.28
H (5.417, -3.174, -6.259)  0.37
H (3.393, 3.003, 1.490)  0.40
H (-2.287, -1.839, -0.650)  0.38

2.
Formula: C3HOPt
Source: OMol25
Level of theory: ωB97M-V/def2-TZVPD

The value obtained for the total energy is -8388.2283 eV. The spin multiplicity is 4. Its total charge is +2.

Last column: Mulliken charge in e.
Positions of all 6 atoms, in Å:
Pt (2.838, 0.465, -0.007)  1.32
O (1.335, -0.056, 0.021)  -0.26
C (0.149, 0.180, -0.085)  0.45
C (-0.990, 0.926, 0.191)  -0.10
C (-1.344, -0.320, -0.025)  0.17
H (-1.987, -1.195, -0.095)  0.43

3.
Formula: C31H38N3
Source: OMol25
Level of theory: ωB97M-V/def2-TZVPD

Its total charge is +1. Its energy above the lowest of the compared OMol25 structures with the same formula, charge and spin is 86.1 kcal per mole.

Last column: Mulliken charge in e.
Positions of all 72 atoms, in Å:
N (1.968, 1.098, -1.552)  0.17
N (-1.782, -0.925, 0.783)  0.46
N (-1.697, -1.641, -1.284)  0.31
C (3.110, 2.016, -1.531)  -0.99
C (-1.419, 2.015, 0.819)  -1.86
C (-1.883, -1.993, -4.966)  -1.01
C (-0.530, -2.110, -5.312)  0.72
C (1.879, 2.472, 1.024)  -0.56
C (-2.795, -1.883, 0.611)  -0.79
C (-1.109, -0.825, -0.383)  -0.15
C (-1.316, -1.850, -2.630)  -0.40
C (-1.354, 1.818, 3.269)  -0.82
C (-2.709, -2.357, -0.625)  -1.00
C (-1.630, -0.962, 3.227)  0.83
C (-1.388, 1.150, 2.036)  1.80
C (3.455, 2.287, 2.835)  1.07
C (-1.521, 1.138, 4.471)  0.48
C (0.057, -2.139, -2.919)  1.41
C (-0.129, -2.144, -6.757)  -1.46
C (-3.743, -1.677, -3.338)  -1.86
C (1.918, 1.061, 0.840)  1.02
C (0.423, -2.206, -4.303)  -0.88
C (-1.525, -0.248, 2.016)  0.42
C (3.309, 0.894, 2.811)  -1.00
C (2.514, 0.277, 1.853)  -0.81
C (-1.629, 1.878, 5.769)  -1.56
C (4.388, 2.952, 3.793)  -1.46
C (0.976, -2.337, -1.877)  -1.78
C (-2.284, -1.827, -3.631)  1.09
C (1.538, 0.704, -2.884)  -0.96
C (-1.799, -2.447, 3.295)  -2.16
C (2.693, 3.072, 1.964)  -1.15
C (-1.653, -0.252, 4.428)  -0.79
C (1.554, 0.467, -0.440)  -0.73
H (5.138, 3.552, 3.253)  0.33
H (-1.461, 1.475, -0.128)  0.01
H (-2.592, 2.399, 5.850)  0.31
H (4.904, 2.204, 4.405)  0.39
H (-0.536, 2.667, 0.800)  0.29
H (1.414, -0.618, -0.517)  0.48
H (-2.304, 2.672, 0.865)  0.58
H (-3.286, -3.106, -1.132)  0.67
H (0.444, 0.665, -2.931)  0.25
H (-2.850, -2.736, 3.168)  0.41
H (1.271, 3.094, 0.363)  0.95
H (2.791, 4.160, 1.999)  0.44
H (3.856, 3.636, 4.468)  0.33
H (0.430, -3.053, -7.000)  0.34
H (-3.954, -0.884, -2.613)  0.34
H (1.908, 1.453, -3.590)  0.52
H (3.555, 2.011, -2.528)  0.49
H (0.506, -1.286, -7.008)  0.32
H (-4.271, -1.419, -4.262)  0.43
H (2.784, 3.042, -1.314)  0.31
H (-1.555, 1.192, 6.617)  0.38
H (-1.526, -2.781, 4.302)  0.48
H (1.948, -0.278, -3.158)  0.31
H (2.047, -2.281, -2.087)  0.42
H (-1.270, 2.909, 3.285)  0.41
H (-0.409, -0.052, -0.635)  0.27
H (-3.475, -2.141, 1.398)  0.75
H (-0.845, 2.637, 5.861)  0.37
H (-1.803, -0.801, 5.361)  0.39
H (-4.175, -2.621, -2.979)  0.35
H (-1.177, -2.999, 2.583)  0.34
H (3.862, 0.302, 3.541)  0.36
H (-1.015, -2.105, -7.398)  0.35
H (0.648, -2.872, -0.977)  0.43
H (1.472, -2.404, -4.543)  0.48
H (3.862, 1.710, -0.785)  0.32
H (-2.647, -2.004, -5.746)  0.30
H (2.430, -0.812, 1.803)  0.49

4.
Formula: C31H49CrFN7O4
Source: OMol25
Level of theory: ωB97M-V/def2-TZVPD

The spin multiplicity is 2. Its total charge is +2. Its energy above the lowest of the compared OMol25 structures with the same formula, charge and spin is 2.8 kcal per mole.

Last column: Mulliken charge in e.
Positions of all 93 atoms, in Å:
Cr (1.803, -0.439, -2.803)  0.01
F (-1.941, 1.264, 2.606)  -0.34
O (0.925, -0.486, -0.951)  -0.53
O (0.279, -0.271, -3.658)  -0.56
O (2.486, -4.330, -1.763)  -0.72
O (2.175, -2.337, -2.689)  -0.02
N (-3.451, -1.413, 6.642)  -0.15
N (2.127, 1.662, -2.977)  0.27
N (-2.627, -0.926, 4.307)  0.35
N (3.746, -0.231, -1.881)  -0.06
N (2.939, -0.302, -4.575)  -0.08
N (-0.007, -3.759, 1.345)  0.11
N (0.732, 3.314, -0.836)  -0.59
C (-1.794, -1.040, 3.159)  -1.87
C (-0.241, 6.597, -1.015)  -1.64
C (-4.278, -2.130, 5.605)  -0.81
C (4.401, -0.309, -4.295)  -0.77
C (-1.967, 0.095, -4.360)  -1.53
C (-1.449, 0.039, 2.334)  0.26
C (3.440, 2.117, -2.479)  -0.80
C (-0.295, -5.219, 3.518)  -0.51
C (0.257, 4.280, -0.435)  -0.49
C (-1.307, -2.291, 2.833)  -0.34
C (1.125, -2.827, -0.580)  -0.09
C (1.897, 1.981, -4.400)  -0.45
C (3.923, 1.155, -1.415)  -0.78
C (-3.961, -1.511, 4.236)  -0.58
C (-0.502, -2.505, 1.703)  -0.08
C (-3.417, 0.064, 6.380)  -0.75
C (-1.223, -2.151, -3.503)  -1.26
C (-0.350, 5.524, 0.076)  2.17
C (-0.642, -0.124, 1.247)  -0.64
C (-0.162, -1.394, 0.912)  0.55
C (0.771, -3.852, 0.252)  -0.07
C (-0.242, -5.027, 2.038)  -0.22
C (-1.066, -0.644, -3.388)  0.99
C (-1.527, -5.457, 2.669)  -0.51
C (-2.636, 0.314, 5.077)  -0.60
C (2.001, -3.217, -1.758)  -0.02
C (0.415, 5.954, 1.334)  -1.59
C (0.668, -1.520, -0.287)  1.07
C (-1.821, 5.240, 0.408)  -1.47
C (4.717, -0.756, -2.869)  -0.69
C (2.481, 0.889, -5.332)  -0.90
H (-1.607, 0.598, 5.294)  0.50
H (0.277, -5.804, 1.499)  0.52
H (-1.910, 4.462, 1.167)  0.26
H (-2.348, -4.758, 2.720)  0.14
H (0.799, 6.794, -1.272)  0.39
H (1.702, 0.568, -6.019)  0.39
H (-4.454, 0.384, 6.309)  0.38
H (1.154, -4.833, 0.003)  0.61
H (-1.821, 1.173, -4.280)  0.37
H (-2.277, 6.152, 0.795)  0.41
H (0.821, 2.025, -4.543)  0.23
H (-0.684, 7.522, -0.644)  0.41
H (-3.016, -0.124, -4.158)  0.43
H (-2.958, 0.557, 7.233)  0.38
H (-1.563, -3.095, 3.498)  0.66
H (-5.324, -2.017, 5.884)  0.38
H (1.421, 2.126, -2.407)  0.22
H (-0.897, -2.483, -4.490)  0.28
H (5.739, -0.463, -2.611)  0.48
H (-0.027, 6.874, 1.718)  0.41
H (1.464, 6.145, 1.112)  0.41
H (-4.713, -0.760, 3.968)  0.34
H (-0.627, -2.676, -2.756)  0.13
H (0.230, -6.079, 3.909)  0.33
H (-2.495, -1.769, 6.588)  0.38
H (4.791, 0.688, -4.484)  0.29
H (-0.254, -4.355, 4.164)  0.16
H (-1.303, -0.326, -2.364)  -0.18
H (-2.268, -2.435, -3.372)  0.48
H (2.706, -1.137, -5.102)  0.33
H (4.647, -1.841, -2.810)  0.38
H (-3.114, 1.147, 4.558)  0.37
H (3.774, -0.847, -1.076)  0.31
H (-4.006, -3.182, 5.658)  0.43
H (3.302, 1.284, -5.933)  0.39
H (-1.834, -6.476, 2.486)  0.32
H (3.369, 3.127, -2.069)  0.51
H (4.958, 1.366, -1.131)  0.41
H (4.139, 2.164, -3.312)  0.39
H (0.356, 5.192, 2.112)  0.35
H (-3.991, -2.285, 3.474)  0.47
H (4.916, -0.974, -4.989)  0.52
H (-2.372, 4.930, -0.479)  0.39
H (-0.386, 0.720, 0.619)  0.85
H (-3.806, -1.609, 7.578)  0.34
H (-0.774, 6.298, -1.917)  0.39
H (2.314, 2.960, -4.647)  0.69
H (3.293, 1.266, -0.529)  0.34
H (-1.744, -0.211, -5.384)  0.35

5.
Formula: C34H25IN8O5PbS
Source: OMol25
Level of theory: ωB97M-V/def2-TZVPD

The value obtained for the total energy is -81991.2044 eV. Its total charge is +2.

Last column: Mulliken charge in e.
Positions of all 75 atoms, in Å:
Pb (-0.193, -0.092, 0.149)  1.36
I (-9.464, 0.120, -1.245)  0.20
S (-1.207, 2.639, -0.488)  0.08
O (3.628, -3.887, -0.589)  -0.32
O (-2.556, 0.196, 0.117)  -0.61
O (-2.880, 2.338, -0.487)  -0.15
O (0.395, 8.916, -1.715)  -0.49
O (-1.002, 9.451, -0.081)  -0.44
N (1.481, 0.951, 1.575)  -0.25
N (3.173, 1.239, 2.998)  -0.82
N (2.788, -4.192, 1.409)  -0.42
N (-1.777, -4.025, 1.265)  0.87
N (3.727, -3.214, 1.492)  -0.46
N (-1.640, -3.735, 2.569)  -0.82
N (3.584, 1.467, 1.740)  0.83
N (-1.028, -1.989, 1.330)  -0.03
C (0.330, -6.307, -2.166)  -0.69
C (-5.316, -0.304, -0.082)  -0.54
C (-6.898, 1.723, -1.153)  -0.53
C (2.576, 1.294, 0.894)  -0.25
C (-0.819, -6.244, -1.383)  -0.81
C (-0.743, -5.746, -0.088)  0.18
C (-0.781, 7.121, -0.753)  0.40
C (4.976, -1.860, -0.097)  0.00
C (-3.318, 1.117, -0.244)  0.79
C (6.009, 0.634, -0.770)  -0.83
C (-1.955, -5.402, 0.768)  -0.86
C (-5.556, 1.951, -0.931)  -0.47
C (5.006, 1.603, 1.385)  -0.85
C (-1.184, -2.513, 2.587)  -0.62
C (6.146, -0.445, -1.637)  -0.70
C (5.599, -1.683, -1.330)  -0.61
C (1.539, -5.808, -1.703)  -0.48
C (-7.447, 0.479, -0.852)  -0.13
C (1.912, 0.925, 2.877)  -0.50
C (-0.826, 6.347, -1.910)  -0.85
C (-1.422, -2.978, 0.529)  -0.39
C (5.370, 0.459, 0.451)  0.25
C (1.619, -5.331, -0.397)  -0.11
C (-6.658, -0.528, -0.300)  -0.54
C (4.194, -3.029, 0.297)  0.45
C (-0.408, 8.579, -0.899)  0.50
C (-0.957, 6.531, 0.496)  -0.60
C (4.912, -0.798, 0.800)  0.11
C (-1.141, 5.162, 0.600)  -0.51
C (-1.034, 4.984, -1.824)  -0.41
C (-4.750, 0.934, -0.408)  0.37
C (2.727, -4.561, 0.167)  0.40
C (0.490, -5.371, 0.415)  0.13
C (-1.178, 4.405, -0.564)  0.39
H (5.652, -2.499, -2.038)  0.53
H (2.658, 1.404, -0.177)  0.52
H (-1.769, -6.564, -1.796)  0.45
H (-7.104, -1.479, -0.044)  0.40
H (-1.704, 9.066, 0.455)  0.34
H (-1.253, 4.693, 1.569)  0.50
H (4.432, -0.970, 1.755)  0.79
H (-7.517, 2.510, -1.560)  0.41
H (5.560, 1.554, 2.320)  0.34
H (1.282, 0.683, 3.716)  0.47
H (2.407, -5.783, -2.349)  0.52
H (-0.951, -1.985, 3.496)  0.46
H (-5.130, 2.916, -1.166)  0.47
H (-2.883, -5.471, 0.202)  0.39
H (5.181, 2.573, 0.923)  0.41
H (-0.908, 7.124, 1.401)  0.44
H (-0.672, 6.821, -2.870)  0.45
H (-2.029, -6.039, 1.646)  0.35
H (6.652, -0.307, -2.583)  0.41
H (-4.692, -1.075, 0.350)  0.44
H (0.588, -5.003, 1.428)  0.79
H (-1.077, 4.371, -2.714)  0.48
H (0.268, -6.704, -3.170)  0.41
H (-1.420, -2.966, -0.551)  0.57
H (6.390, 1.607, -1.058)  0.45

6.
Formula: C7H5Cl5N5O2RuTe4
Source: OMol25
Level of theory: ωB97M-V/def2-TZVPD

The spin multiplicity is 2. Its total charge is 0. Its energy above the lowest of the compared OMol25 structures with the same formula, charge and spin is 73.8 kcal per mole.

Last column: natural (NBO) charge in e.
Positions of all 29 atoms, in Å:
Te (-1.861, -3.436, 2.196)  -0.21
Te (0.133, -2.533, 0.643)  0.24
Te (-0.873, -3.738, -1.636)  -0.17
Te (-2.924, -4.930, -0.387)  -0.18
Ru (-0.246, -0.186, -0.200)  0.40
Cl (-4.996, 0.775, 3.014)  0.06
Cl (-3.089, 2.106, 5.099)  0.06
Cl (0.023, 2.178, 4.531)  0.05
Cl (-3.799, -0.478, 0.372)  0.05
Cl (1.071, 0.751, 1.782)  0.09
O (1.117, 2.868, -2.185)  -0.39
O (-0.399, 1.857, -1.037)  -0.38
N (3.046, 1.505, -2.966)  -0.77
N (1.155, 0.612, -1.847)  -0.48
N (2.244, -1.868, -2.133)  -0.63
N (2.935, -0.716, -2.490)  -0.41
N (0.638, 1.866, -1.712)  0.63
C (-1.409, 0.153, 1.376)  -0.20
C (2.351, 0.502, -2.423)  0.64
C (-1.071, 1.408, 3.454)  -0.13
C (-3.300, 0.776, 2.743)  -0.07
C (-0.621, 0.772, 2.317)  0.01
C (-2.776, 0.188, 1.593)  -0.08
C (-2.448, 1.381, 3.677)  -0.10
H (2.866, -2.504, -1.653)  0.38
H (1.833, -2.317, -2.943)  0.37
H (3.686, -0.801, -3.160)  0.38
H (2.692, 2.442, -2.853)  0.45
H (4.021, 1.367, -3.172)  0.40